[1]
Below is one molecule with the formula C24H31N5O4 in a non-equilibrium geometry, with properties calculated with wB97M-V/def2-TZVPD.

```
64
Properties=species:S:1:pos:R:3:lowdin_charge:R:1
C -6.0994 -3.2861 -0.7060 -0.0629
C -5.5152 -2.0528 -0.0450 -0.2148
H -6.0963 -1.7498 0.8328 0.1247
H -5.4701 -1.2097 -0.7432 0.1237
O -4.1765 -2.3476 0.3661 0.0079
C -3.5993 -1.4865 1.1908 -0.5119
O -4.1531 -0.5409 1.6952 0.1097
C -2.1271 -1.7903 1.3603 -0.0078
H -1.9377 -2.8540 1.2323 0.1340
H -1.7961 -1.4613 2.3451 0.1276
C -1.3826 -0.9970 0.2583 -0.2448
N -1.7670 0.3981 0.3050 0.1218
C -2.7375 0.8924 -0.4964 -0.5102
O -3.2362 0.2507 -1.3999 0.0654
C -3.0747 2.3454 -0.2283 -0.0711
H -3.1411 2.5079 0.8470 0.1100
H -4.0473 2.5549 -0.6739 0.1278
C -2.0244 3.2751 -0.8657 -0.1163
C -0.6353 3.0266 -0.3466 -0.1332
C 0.2519 2.2398 -1.0569 -0.1663
N 1.4717 2.0619 -0.5145 0.0051
N 2.5165 1.3893 -0.9987 0.1203
C 3.4386 1.5545 -0.0670 -0.2117
N 3.0745 2.2844 0.9879 0.1445
C 1.8243 2.6181 0.7202 -0.3560
N 0.9776 3.3631 1.4032 0.1909
C -0.2120 3.5804 0.8923 -0.2705
C -1.0917 4.4808 1.6994 -0.0181
H -0.5498 4.7802 2.5914 0.0839
H -2.0142 3.9843 1.9913 0.0746
H -1.3523 5.3698 1.1272 0.0872
H 4.4186 1.1344 -0.1600 0.1013
C -0.0028 1.5916 -2.3747 0.0161
H -0.9334 1.0304 -2.3639 0.0787
H -0.0652 2.3437 -3.1611 0.0992
H 0.8234 0.9209 -2.5964 0.0742
H -2.0452 3.1278 -1.9453 0.1180
H -2.3119 4.3078 -0.6619 0.1147
H -1.4906 0.9184 1.1226 0.1467
C 0.1113 -1.1508 0.3749 -0.1941
C 0.8115 -0.6487 1.4687 -0.0310
C 2.1745 -0.8150 1.5691 -0.0045
C 2.8877 -1.4892 0.5726 -0.2819
C 2.1935 -1.9764 -0.5304 -0.0139
C 0.8236 -1.8040 -0.6176 -0.0239
H 0.3009 -2.1884 -1.4815 0.1186
H 2.7013 -2.4883 -1.3318 0.1071
O 4.2165 -1.6150 0.7930 -0.0312
C 5.0416 -2.3067 -0.1372 -0.4265
C 5.3960 -1.4192 -1.3312 -0.0400
H 4.5005 -0.9904 -1.7750 0.0691
H 5.9220 -2.0016 -2.0832 0.0844
H 6.0404 -0.6061 -1.0057 0.0805
C 6.2931 -2.7206 0.6309 -0.0372
H 6.9780 -3.2467 -0.0279 0.0821
H 6.0259 -3.3702 1.4602 0.0817
H 6.7857 -1.8380 1.0295 0.0848
H 4.5211 -3.2111 -0.4845 0.1383
H 2.7211 -0.4215 2.4112 0.1244
H 0.2909 -0.1217 2.2561 0.1180
H -1.7208 -1.3664 -0.7166 0.1517
H -7.1104 -3.0744 -1.0414 0.0769
H -5.4932 -3.5703 -1.5615 0.0775
H -6.1238 -4.1157 -0.0041 0.0766
```

Calculated values
**M**: 453.543 u
**SMILES**: CCOC(=O)C[C@@H](NC(=O)CCc1c(C)nc2ncnn2c1C)c1ccc(OC(C)C)cc1
**Calculated total energy**: -1507.94960 hartree
**Gap between HOMO and LUMO**: 9.010 eV

[2]
Below is one molecule with the formula C24H31N5O6, with properties calculated with wB97M-V/def2-TZVPD.

```
66
Properties=species:S:1:pos:R:3:lowdin_charge:R:1
C -7.0770 -0.4359 1.0497 -0.0165
H -6.9468 0.3675 1.7696 0.0796
H -7.5977 -1.2601 1.5292 0.0889
H -7.6781 -0.0714 0.2193 0.0897
C -5.7142 -0.9083 0.5460 -0.5652
C -5.8732 -1.9994 -0.5140 -0.0189
H -6.4347 -1.6161 -1.3620 0.0869
H -6.4008 -2.8510 -0.0952 0.0874
H -4.8941 -2.3201 -0.8609 0.0795
C -4.8418 -1.4131 1.6951 -0.0199
H -4.7770 -0.6620 2.4771 0.0811
H -5.2761 -2.3184 2.1105 0.0897
H -3.8403 -1.6289 1.3282 0.0512
O -5.0471 0.1627 -0.1626 0.0201
C -4.6444 1.2615 0.4996 -0.5319
O -4.8582 1.5086 1.6654 0.0856
N -3.9585 2.1015 -0.3168 -0.0427
C -3.6420 1.8127 -1.7008 -0.1310
H -3.7432 0.7386 -1.8619 0.1218
C -2.2161 2.2735 -2.0271 -0.1067
H -2.2020 3.3303 -2.2949 0.1160
H -1.8369 1.7057 -2.8769 0.1215
C -1.3045 2.0675 -0.8113 -0.2823
N -1.2903 0.6716 -0.4339 0.1247
C -0.2413 -0.1351 -0.6433 -0.3933
O 0.8243 0.2542 -1.1162 0.0445
C -0.4998 -1.5313 -0.2549 -0.1208
C 0.3350 -2.6392 -0.2481 -0.0717
N -0.4415 -3.6682 0.1992 0.1390
C -1.6731 -3.1808 0.4373 -0.1556
N -1.7433 -1.9049 0.1748 0.1116
H -2.4902 -3.7747 0.7962 0.1246
H -0.0780 -4.6032 0.3176 0.1651
C 1.7514 -2.9393 -0.5499 -0.4263
O 2.1763 -4.0737 -0.3765 0.0577
N 2.4661 -1.9180 -1.0440 0.0953
C 3.8868 -2.0334 -1.2074 -0.0550
H 4.2204 -1.4837 -2.0901 0.1399
C 4.6282 -1.5108 0.0193 -0.4669
O 4.0937 -1.1296 1.0244 0.1226
O 5.9432 -1.5578 -0.1821 0.0223
C 6.7972 -1.1045 0.8813 -0.1048
C 7.2049 0.3280 0.6625 -0.1967
C 8.4616 0.6389 0.1613 -0.0399
C 8.8196 1.9578 -0.0580 -0.0848
C 7.9206 2.9751 0.2130 -0.0910
C 6.6628 2.6704 0.7057 -0.0772
C 6.3055 1.3531 0.9317 -0.0280
H 5.3257 1.1139 1.3176 0.1110
H 5.9582 3.4608 0.9174 0.1030
H 8.2001 4.0040 0.0404 0.1006
H 9.8013 2.1912 -0.4433 0.1014
H 9.1628 -0.1542 -0.0546 0.1111
H 7.6639 -1.7686 0.8619 0.1296
H 6.2579 -1.2123 1.8286 0.1310
H 4.1364 -3.0938 -1.3245 0.1369
H 2.0292 -0.9894 -1.0832 0.0997
H -2.1269 0.2502 -0.0549 0.1248
C -1.7750 2.9517 0.3571 -0.0927
H -1.2235 3.8915 0.3603 0.1147
C -3.2793 3.2424 0.2499 -0.1322
H -3.7087 3.4327 1.2340 0.1229
H -3.4635 4.1104 -0.3898 0.1268
H -1.5638 2.4339 1.2931 0.1208
H -0.2699 2.3073 -1.0785 0.1434
H -4.3602 2.3218 -2.3568 0.1282
```

Calculated values
**M**: 485.541 u
**SMILES**: CC(C)(C)OC(=O)N1CCC(NC(=O)c2nc[nH]c2C(=O)NCC(=O)OCc2ccccc2)CC1
**Calculated total energy**: -1658.50085 hartree
**Gap between HOMO and LUMO**: 9.827 eV

[3]
Below is C24H32AgF4N8S3 as an isolated structure, with properties calculated with wB97M-V/def2-TZVPD.

```
72
Properties=species:S:1:pos:R:3:lowdin_charge:R:1
Ag 1.0509 0.6086 -0.3251 0.5329
C 5.3352 0.4391 -2.3219 -0.0807
C 3.8955 0.3003 -1.8216 -0.2692
N 3.6811 0.5345 -0.3920 -0.2250
C 4.4287 -0.3775 0.4723 -0.2738
C 4.0729 -1.8469 0.3146 -0.0950
C 3.9519 1.9050 0.0333 -0.2219
C 3.2150 2.9888 -0.7377 -0.2561
N 1.7749 2.7898 -0.7071 -0.0365
C 0.9871 3.8427 -0.9252 -0.2087
C -0.4194 3.7270 -0.7068 -0.1622
F -0.8964 2.5172 -0.3110 0.0113
C -1.3144 4.7527 -0.8441 -0.2438
F -2.6169 4.5248 -0.5695 0.0620
C -0.9285 6.0210 -1.2476 0.0184
C 0.4160 6.1706 -1.5155 -0.2455
F 0.8585 7.3704 -1.9535 0.0606
C 1.3369 5.1559 -1.3746 -0.1448
F 2.6091 5.4592 -1.7522 0.0411
H 5.3515 0.3364 -3.4083 0.0718
H 5.9851 -0.3314 -1.9026 0.0623
H 5.7497 1.4173 -2.0727 0.0655
H 3.5195 -0.6979 -2.0536 0.0775
H 3.2557 1.0011 -2.3593 0.0998
H 4.2095 -0.0775 1.4996 0.1059
H 5.5143 -0.2473 0.3281 0.1082
H 3.0002 -1.9928 0.4311 0.0273
H 4.5929 -2.4267 1.0806 0.0716
H 4.3647 -2.2424 -0.6601 0.0664
H 5.0308 2.1327 -0.0138 0.1139
H 3.6478 1.9739 1.0813 0.1079
H 3.5998 3.0487 -1.7648 0.1060
H 3.4958 3.9212 -0.2426 0.1134
H -1.6319 6.8328 -1.3501 0.1170
C -2.1012 -4.2478 -0.2806 -0.2223
N -0.7488 -3.8492 -0.6539 0.0198
C -0.1633 -2.6714 -0.2740 -0.8306
S 0.7860 -1.8073 -1.3768 0.6116
N -0.2516 -2.3241 1.0070 -0.0493
C -0.6724 -3.1672 2.1135 -0.0736
H -3.0115 -3.8058 -2.0723 0.1181
H -2.2984 -3.9640 0.7478 0.0713
H -2.1328 -5.3447 -0.3338 0.1268
H -0.5337 -4.0373 -1.6235 0.0989
H 0.2119 -1.4564 1.2643 -0.0429
H -1.7370 -3.0642 2.3337 0.0638
H -0.1100 -2.8564 2.9932 0.0804
H -0.4548 -4.2125 1.8952 0.0911
C -5.0928 -5.2003 -1.4351 -0.0824
C -4.4175 -4.1378 -0.6170 -0.3888
C -4.8504 -3.7098 0.5982 -0.1370
C -4.3498 -2.5852 1.3004 -0.2535
N -3.8332 -1.5178 0.6134 -0.0259
C -3.5562 -1.1804 -0.5099 -0.8294
S -3.5123 -0.2660 -1.8400 0.4960
N -3.1575 -3.6531 -1.0822 -0.0170
H -6.0228 -5.5159 -0.9597 0.0640
H -4.4586 -6.0911 -1.5598 0.0604
H -5.3405 -4.8379 -2.4405 0.0658
H -5.6551 -4.2702 1.0742 0.0907
H -4.5584 -2.4211 2.3480 0.0504
S 0.9044 0.4145 2.4519 0.6209
C -0.4681 1.4057 2.5154 -0.8175
N -1.6867 0.9225 2.0991 0.0971
C -2.7976 1.6770 2.0712 -0.0416
C -2.7456 2.9553 2.5363 -0.0417
C -1.5023 3.3981 2.9949 -0.1078
N -0.4143 2.6570 3.0086 0.0771
H -1.7197 0.0120 1.6523 0.1223
H -3.6814 1.2116 1.6605 0.1334
H -3.6092 3.6002 2.5029 0.1080
H -1.3804 4.4095 3.3695 0.1158
```

Calculated values
**M**: 712.637 u
**Net charge**: -1
**Calculated total energy**: -3112.76362 hartree
**Gap between HOMO and LUMO**: 4.492 eV

[4]
Below is C24H32F6N3O4PPtS4Te as an isolated structure, with properties calculated with wB97M-V/def2-TZVPD.

```
76
Properties=species:S:1:pos:R:3:mulliken_spin:R:1
Pt 0.3965 0.6649 0.4374 0.4947
F 3.1503 3.3281 2.2515 0.0024
C 3.4057 2.0335 2.4275 0.0070
F 2.3415 1.4609 2.9941 0.0004
F 4.4459 1.9031 3.2439 0.0003
S 3.8679 1.2417 0.8080 0.0015
O 2.7047 1.1841 -0.0779 0.0237
O 4.9439 2.0627 0.3562 0.0044
N 4.3860 -0.1672 1.2567 0.0007
S 3.4088 -1.2958 1.7785 -0.0050
O 3.6428 -1.6668 3.1361 0.0040
O 2.0364 -1.1306 1.3443 0.0057
C 4.0279 -2.7169 0.7832 0.0017
F 3.2403 -3.7704 0.9975 0.0000
F 3.9947 -2.4168 -0.5188 0.0003
F 5.2723 -3.0299 1.1229 0.0002
C 4.1270 3.0459 -2.5010 0.0191
N 2.7032 3.0481 -2.7999 0.0018
C 2.0895 2.4157 -3.8691 0.0007
C 0.7688 2.6563 -3.7776 0.0081
N 0.5970 3.4471 -2.6562 -0.0007
C 1.7790 3.6738 -2.0393 0.0183
S 2.0477 4.5826 -0.6431 0.2150
H 4.6418 2.4718 -3.2662 0.0013
H 4.3021 2.6089 -1.5243 -0.0151
H 4.5036 4.0671 -2.4912 -0.0024
H 2.6488 1.8464 -4.5912 0.0013
H -0.0530 2.3633 -4.4066 0.0002
H -0.2813 3.7665 -2.2825 0.0038
Te -0.1366 3.1186 1.0508 0.7908
C -2.1048 3.5050 0.4044 -0.0243
C -3.1358 3.9155 1.1999 0.0584
C -4.3398 4.1689 0.4857 -0.0126
C -4.2010 3.9832 -0.8532 0.0353
S -2.6105 3.4764 -1.2429 -0.0030
H -3.0351 4.0215 2.2728 -0.0056
H -5.2636 4.4827 0.9519 0.0001
H -4.9329 4.1116 -1.6358 0.0020
C -3.6518 -2.2010 0.5944 0.0088
C -2.9457 -0.8721 0.3118 -0.0040
C -3.4863 -0.2550 -0.9757 0.0024
C -3.2031 0.0805 1.4834 -0.0636
P -1.0823 -1.0807 0.1887 0.3707
C -0.7243 -2.1756 1.6086 -0.0140
C -0.4908 -1.5355 2.8296 -0.0238
C -0.1356 -2.2597 3.9552 -0.0010
C 0.0202 -3.6363 3.8735 0.0066
C -0.2086 -4.2823 2.6694 -0.0012
C -0.5886 -3.5595 1.5465 0.0111
C -0.6349 -1.9375 -1.4396 0.0113
C 0.8193 -2.4084 -1.3034 -0.0330
C -0.6481 -0.8658 -2.5466 0.0504
C -1.5306 -3.1076 -1.8515 0.0119
H -4.7210 -2.0119 0.7286 0.0001
H -3.2776 -2.6625 1.5089 -0.0004
H -3.5392 -2.9104 -0.2238 -0.0013
H -4.5158 0.0786 -0.8151 -0.0007
H -3.4966 -0.9768 -1.7931 -0.0003
H -2.8962 0.6068 -1.2717 -0.0033
H -4.2673 0.3328 1.5124 0.0003
H -2.6374 1.0043 1.3724 0.0499
H -2.9382 -0.3790 2.4371 -0.0002
H -0.5495 -0.4552 2.8810 0.0134
H 0.0473 -1.7440 4.8894 -0.0002
H 0.3357 -4.2002 4.7421 0.0003
H -0.0804 -5.3551 2.5955 -0.0007
H -0.7680 -4.0935 0.6245 0.0013
H 1.4810 -1.5590 -1.1315 0.0068
H 1.1286 -2.8973 -2.2309 -0.0002
H 0.9615 -3.1076 -0.4803 -0.0008
H -0.1284 0.0357 -2.2145 -0.0269
H -1.6561 -0.5868 -2.8517 -0.0007
H -0.1229 -1.2548 -3.4244 -0.0019
H -1.6240 -3.8612 -1.0713 -0.0023
H -1.0914 -3.5910 -2.7285 0.0008
H -2.5325 -2.7770 -2.1257 0.0000
```

Calculated values
**M**: 1022.445 u
**2S+1**: 3
**Calculated total energy**: -4319.57050 hartree
**Gap between HOMO and LUMO (alpha / beta)**: 7.449 / 6.288 eV

[5]
Below is C24H32N3O2P2Pb as an isolated structure in a non-equilibrium geometry, with properties calculated with wB97M-V/def2-TZVPD.

```
64
Properties=species:S:1:pos:R:3:lowdin_charge:R:1
Pb 0.4291 1.1726 0.2414 1.2225
O -3.2581 1.0082 -1.9372 0.3758
C -2.4517 0.7815 -1.0048 -0.4583
O -1.3025 0.3088 -1.0737 -0.1758
C -3.0147 1.1813 0.3858 -0.2001
C -4.3654 1.4048 0.5916 0.0540
C -4.7575 1.6605 1.9010 0.0224
C -3.7967 1.6869 2.8959 0.0159
C -2.4623 1.4748 2.5601 -0.0764
N -2.0773 1.2239 1.3031 0.0104
H -5.0711 1.3669 -0.2264 0.1421
H -5.8008 1.8381 2.1302 0.1416
H -4.0661 1.8804 3.9246 0.1344
H -1.6818 1.5244 3.3095 0.1087
C -0.0174 -2.0951 2.5998 -0.2033
P 1.2017 -0.9461 1.9139 0.9089
C 2.3806 -2.0797 1.0152 -0.3315
N 2.9215 -3.0533 1.6573 0.1965
C 3.8449 -3.8890 1.1983 -0.1327
C 4.4272 -4.9395 1.9423 0.0391
C 5.3726 -5.7326 1.3623 0.0129
C 5.7899 -5.5261 0.0201 0.0151
C 5.2636 -4.5275 -0.7443 0.0384
C 4.2893 -3.6765 -0.1871 -0.1252
N 3.6842 -2.6761 -0.8090 0.2244
C 2.7710 -1.8969 -0.3854 -0.3264
P 1.9972 -0.6098 -1.5175 0.9472
C 3.4655 0.2010 -2.2126 -0.2198
C 1.2414 -1.6328 -2.8986 -0.6984
C 0.1905 -2.5513 -2.2695 -0.0763
C 0.6136 -0.6116 -3.8664 -0.0693
C 2.2967 -2.4465 -3.6568 -0.0642
C 2.1854 -0.1768 3.2849 -0.7227
C 1.1953 0.7751 3.9905 -0.0876
C 2.7317 -1.1951 4.2846 -0.0594
C 3.3188 0.6186 2.6235 -0.0813
H 0.4724 -2.8979 3.1489 0.0640
H -0.6169 -2.5147 1.7916 0.0616
H -0.6788 -1.5476 3.2729 0.0585
H 4.1135 -5.0765 2.9687 0.1402
H 5.8200 -6.5348 1.9359 0.1392
H 6.5404 -6.1799 -0.4050 0.1398
H 5.5597 -4.3767 -1.7746 0.1411
H 4.1287 -0.5281 -2.6747 0.0599
H 4.0071 0.7462 -1.4386 0.0585
H 3.1379 0.9179 -2.9677 0.0666
H -0.5620 -1.9937 -1.7069 0.0623
H 0.6431 -3.3032 -1.6171 0.0837
H -0.3291 -3.0909 -3.0647 0.1084
H -0.1533 -0.0019 -3.3936 0.0650
H 0.1401 -1.1641 -4.6820 0.1129
H 1.3638 0.0392 -4.3171 0.0873
H 2.9371 -3.0498 -3.0104 0.0664
H 2.9277 -1.8150 -4.2825 0.0933
H 1.7751 -3.1437 -4.3176 0.1105
H 0.4108 0.2294 4.5195 0.0893
H 0.7302 1.4927 3.3026 0.0469
H 1.7385 1.3621 4.7337 0.1125
H 1.9396 -1.7851 4.7503 0.0919
H 3.2397 -0.6453 5.0820 0.1118
H 3.4652 -1.8708 3.8430 0.0751
H 2.9568 1.3260 1.8663 0.0498
H 4.0646 -0.0338 2.1618 0.0890
H 3.8323 1.2145 3.3816 0.1123
```

Calculated values
**M**: 663.687 u
**Net charge**: +3
**Calculated total energy**: -2123.00510 hartree
**Gap between HOMO and LUMO (alpha / beta)**: 5.485 / 5.807 eV

[6]
Below is C24H32N4O2PtSSe as an isolated structure, with properties calculated with wB97M-V/def2-TZVPD.

```
65
Properties=species:S:1:pos:R:3:lowdin_charge:R:1
Pt -0.3945 -0.2464 1.0873 1.0691
C 0.6674 0.4665 2.8411 -0.2887
C 1.0564 -0.9406 2.6661 -0.2486
C -0.1013 -1.7298 2.7706 -0.2755
C -1.2412 -0.8304 2.9869 -0.3129
C -0.7298 0.5051 3.1387 -0.3204
C -1.5138 1.6989 3.5460 -0.0482
C -2.6412 -1.2550 3.2579 -0.0060
C -0.1933 -3.2131 2.7135 -0.0048
C 2.4487 -1.4145 2.4344 -0.0007
C 1.5808 1.6470 2.8567 0.0067
H -0.9971 2.6247 3.3048 0.0855
H -1.6578 1.6537 4.6293 0.1201
H -2.5011 1.7135 3.0844 0.0684
H -2.8493 -2.2288 2.8201 0.0869
H -3.3476 -0.5359 2.8501 0.0793
H -2.7963 -1.3250 4.3377 0.1140
H -1.0436 -3.5354 2.1146 0.0706
H -0.3324 -3.5968 3.7273 0.1160
H 0.7087 -3.6574 2.3000 0.0925
H 2.4615 -2.3593 1.8976 0.0841
H 2.9530 -1.5488 3.3945 0.1157
H 3.0161 -0.6861 1.8574 0.0805
H 1.2942 2.3650 2.0872 0.0943
H 2.6138 1.3505 2.6918 0.0858
H 1.5243 2.1481 3.8242 0.1088
Se -1.6278 1.7844 0.3487 0.8383
C -1.2850 2.1005 -1.5044 -0.5977
C -1.0251 1.1500 -2.4837 -0.1345
C -0.8385 1.5755 -3.7918 -0.1590
N -0.8938 2.8442 -4.1822 0.0694
C -1.1559 3.7462 -3.2390 -0.1257
C -1.3529 3.4317 -1.9011 -0.1160
H -0.9532 0.1008 -2.2484 0.0468
H -0.6357 0.8461 -4.5720 0.1073
H -1.2032 4.7797 -3.5624 0.1165
H -1.5449 4.2231 -1.1878 0.1010
O 1.0063 0.4231 -0.3394 -0.1951
C 1.7967 -0.4082 -0.8999 -0.6187
O 2.0000 -1.5842 -0.6145 0.0228
C 2.6110 0.2348 -2.0232 -0.1426
N 3.5212 -0.8413 -2.5734 0.1046
C 4.9494 -0.3878 -2.3771 -0.0822
C 4.8295 1.1262 -2.3732 -0.1363
C 3.5484 1.3638 -1.5721 -0.0968
H 1.9302 0.5599 -2.8092 0.1588
H 3.3309 -1.0169 -3.5570 0.1874
H 3.2839 -1.6891 -2.0292 0.1580
H 5.5744 -0.8092 -3.1592 0.1378
H 5.2746 -0.7693 -1.4108 0.1408
H 4.7288 1.5044 -3.3924 0.1296
H 5.7027 1.5970 -1.9277 0.1310
H 3.1009 2.3372 -1.7523 0.1344
H 3.7476 1.2799 -0.5020 0.1274
S -1.2392 -1.9032 -0.4187 0.7320
C -2.9069 -1.5872 -0.7093 -0.7167
N -3.4136 -2.0791 -1.8729 0.0963
C -4.7044 -1.9206 -2.2333 -0.0041
C -5.5342 -1.2232 -1.4097 0.0091
C -4.9690 -0.7426 -0.2237 -0.0473
N -3.7048 -0.9286 0.1212 0.0781
H -2.7815 -2.5771 -2.4883 0.1573
H -5.0045 -2.3597 -3.1742 0.1512
H -6.5709 -1.0612 -1.6599 0.1286
H -5.5759 -0.1899 0.4855 0.1357
```

Calculated values
**M**: 714.651 u
**Net charge**: +2
**Calculated total energy**: -4221.71620 hartree
**Gap between HOMO and LUMO**: 6.755 eV